Record 1
{
  "formula": "C36H39FN6Pb",
  "method": "wB97M-V/def2-TZVPD",
  "multiplicity": 1,
  "total_charge": 2,
  "lumo_ev": -6.221,
  "homo_lumo_gap_ev": 6.6,
  "symbols": ["Pb", "C", "C", "C", "C", "N", "C", "C", "C", "C", "C", "C", "N", "C", "C", "C", "C", "C", "N", "H", "H", "H", "H", "H", "H", "H", "H", "H", "H", "H", "C", "N", "C", "C", "C", "C", "C", "C", "C", "C", "H", "H", "H", "H", "H", "H", "H", "H", "H", "H", "H", "H", "F", "C", "C", "C", "C", "C", "C", "H", "H", "H", "H", "C", "C", "N", "C", "C", "N", "C", "C", "H", "H", "H", "H", "H", "H", "H", "H", "H", "H", "H", "H"],
  "coordinates": [[0.222, -0.235, 0.404], [-0.708, 4.260, 0.237], [-0.196, 4.676, -0.979], [0.456, 3.755, -1.789], [0.573, 2.448, -1.357], [0.075, 2.048, -0.177], [-0.554, 2.934, 0.597], [1.344, 1.429, -2.121], [1.669, 1.527, -3.463], [2.470, 0.534, -4.010], [2.943, -0.495, -3.211], [2.562, -0.531, -1.878], [1.751, 0.406, -1.378], [3.029, -1.560, -0.901], [4.034, -2.467, -1.191], [4.436, -3.355, -0.204], [3.818, -3.313, 1.035], [2.818, -2.377, 1.240], [2.442, -1.512, 0.298], [-1.222, 4.943, 0.899], [-0.292, 5.707, -1.294], [0.890, 4.060, -2.731], [-0.961, 2.559, 1.527], [1.306, 2.344, -4.070], [2.730, 0.565, -5.060], [3.590, -1.255, -3.625], [4.507, -2.483, -2.163], [5.221, -4.073, -0.405], [4.097, -3.992, 1.828], [2.279, -2.334, 2.179], [1.780, 2.820, 2.643], [2.120, 1.498, 2.105], [3.457, 1.611, 1.512], [2.092, 0.555, 3.222], [0.755, -0.121, 3.485], [0.437, -0.458, 4.799], [-0.710, -1.171, 5.110], [-1.569, -1.592, 4.105], [-1.277, -1.284, 2.785], [-0.125, -0.554, 2.492], [2.545, 3.156, 3.353], [0.831, 2.775, 3.178], [1.719, 3.559, 1.847], [4.192, 1.985, 2.236], [3.420, 2.312, 0.677], [3.802, 0.653, 1.141], [2.397, 1.067, 4.142], [2.839, -0.222, 3.063], [1.103, -0.144, 5.596], [-0.934, -1.398, 6.143], [-2.455, -2.164, 4.347], [-1.928, -1.642, 1.996], [-0.656, -5.368, -3.041], [-0.521, -4.251, -2.326], [-0.432, -4.346, -0.950], [-0.282, -3.178, -0.213], [-0.241, -1.947, -0.857], [-0.320, -1.881, -2.244], [-0.466, -3.040, -2.992], [-0.479, -5.318, -0.477], [-0.202, -3.257, 0.867], [-0.261, -0.933, -2.764], [-0.536, -3.019, -4.072], [-3.267, 1.391, 0.288], [-4.746, 1.505, -0.171], [-4.951, 0.739, -1.394], [-3.980, 1.170, -2.391], [-2.542, 0.816, -1.927], [-2.544, 0.368, -0.512], [-3.349, -0.884, -0.440], [-4.737, -0.675, -1.102], [-3.192, 1.108, 1.342], [-2.765, 2.345, 0.149], [-5.010, 2.546, -0.359], [-5.427, 1.125, 0.591], [-4.092, 2.245, -2.539], [-4.207, 0.681, -3.338], [-1.877, 1.678, -2.020], [-2.138, 0.003, -2.526], [-3.466, -1.141, 0.614], [-2.788, -1.680, -0.927], [-5.532, -1.022, -0.442], [-4.816, -1.235, -2.035]],
  "mulliken_charge": [1.670, -1.078, -1.110, -0.935, 0.199, 1.834, -0.993, 0.658, -1.121, -1.137, -1.269, 1.019, 0.630, 0.325, -0.851, -0.850, -1.050, -0.703, 0.874, 0.616, 0.498, 0.519, 0.865, 0.521, 0.477, 0.481, 0.470, 0.479, 0.491, 0.576, -1.487, 0.830, -1.258, -1.385, 0.725, -1.134, -0.950, -1.056, -1.153, 1.693, 0.467, 0.453, 0.311, 0.462, 0.255, 0.262, 0.463, 0.501, 0.471, 0.440, 0.512, 0.387, -0.328, 0.125, -0.836, -1.270, 1.723, -0.498, -1.211, 0.500, 0.384, 0.577, 0.539, -0.457, -0.955, -0.106, -0.941, -0.015, 1.019, -0.298, -0.991, 0.324, 0.216, 0.384, 0.273, 0.328, 0.348, 0.001, 0.104, 0.393, 0.068, 0.350, 0.338]
}


Record 2
{
  "formula": "C36H40ClN4O2PRuS",
  "method": "wB97M-V/def2-TZVPD",
  "s2": 0.76,
  "multiplicity": 2,
  "total_charge": 3,
  "lumo_ev": [-8.517, -10.167],
  "de_lowest_kj_mol": 64.57,
  "homo_lumo_gap_ev": [7.9, 6.2],
  "symbols": ["Ru", "C", "C", "N", "C", "C", "S", "C", "C", "N", "H", "H", "H", "H", "H", "H", "H", "H", "H", "H", "H", "H", "H", "H", "Cl", "C", "C", "C", "C", "C", "C", "P", "C", "C", "C", "C", "C", "C", "C", "C", "C", "C", "C", "C", "H", "H", "H", "H", "H", "H", "H", "H", "H", "H", "H", "H", "H", "H", "O", "C", "C", "C", "C", "N", "C", "C", "C", "C", "C", "C", "O", "C", "C", "N", "H", "H", "H", "H", "H", "H", "H", "H", "H", "H", "H", "H"],
  "coordinates": [[0.420, -0.498, 0.732], [2.686, -2.193, 2.106], [3.292, -1.024, 1.384], [2.348, 0.139, 1.380], [2.337, 0.950, 2.629], [1.455, 0.382, 3.724], [-0.110, -0.351, 3.087], [0.051, -2.068, 3.698], [0.416, -3.029, 2.575], [1.316, -2.399, 1.579], [3.296, -3.087, 1.967], [2.629, -2.018, 3.179], [4.246, -0.717, 1.816], [3.467, -1.281, 0.337], [2.728, 0.742, 0.654], [3.359, 1.087, 2.990], [1.955, 1.922, 2.350], [1.951, -0.386, 4.312], [1.164, 1.181, 4.405], [0.773, -2.050, 4.512], [-0.908, -2.341, 4.134], [0.871, -3.937, 2.980], [-0.487, -3.331, 2.052], [1.375, -3.039, 0.790], [-1.903, 0.203, -2.206], [-1.391, 1.860, -2.245], [-1.562, 2.544, -3.437], [-1.230, 3.888, -3.512], [-0.750, 4.543, -2.389], [-0.588, 3.853, -1.198], [-0.887, 2.490, -1.101], [-0.789, 1.595, 0.487], [-0.357, 2.851, 1.729], [0.714, 3.736, 1.554], [1.002, 4.692, 2.511], [0.224, 4.780, 3.663], [-0.841, 3.912, 3.845], [-1.136, 2.953, 2.883], [-2.527, 1.178, 0.825], [-3.510, 2.076, 0.406], [-4.849, 1.802, 0.636], [-5.222, 0.631, 1.284], [-4.250, -0.259, 1.716], [-2.910, 0.019, 1.491], [-1.975, 2.024, -4.290], [-1.371, 4.423, -4.441], [-0.519, 5.599, -2.428], [-0.257, 4.404, -0.332], [1.320, 3.706, 0.653], [1.822, 5.381, 2.355], [0.444, 5.535, 4.406], [-1.460, 3.988, 4.729], [-1.982, 2.297, 3.034], [-3.238, 2.991, -0.105], [-5.603, 2.505, 0.309], [-6.268, 0.420, 1.461], [-4.537, -1.162, 2.239], [-2.166, -0.671, 1.867], [2.534, -1.324, -5.814], [2.796, -0.098, -5.186], [2.264, -0.165, -3.786], [2.420, 0.898, -2.897], [1.909, 0.794, -1.625], [1.268, -0.300, -1.184], [1.081, -1.314, -2.046], [1.570, -1.282, -3.339], [0.183, -2.373, -1.561], [0.042, -3.588, -2.207], [-0.932, -4.488, -1.788], [-1.106, -5.809, -2.477], [-0.171, -5.890, -3.519], [-1.747, -4.108, -0.725], [-1.521, -2.903, -0.097], [-0.557, -2.048, -0.474], [2.882, -1.319, -6.712], [2.308, 0.741, -5.698], [3.868, 0.126, -5.140], [2.927, 1.808, -3.192], [2.009, 1.621, -0.931], [1.396, -2.101, -4.020], [0.664, -3.843, -3.052], [-2.141, -5.879, -2.832], [-0.962, -6.605, -1.735], [-0.349, -6.661, -4.068], [-2.556, -4.741, -0.384], [-2.156, -2.588, 0.718]],
  "mulliken_charge": [1.457, -0.967, -0.744, -0.147, 0.043, -1.127, 0.231, -1.035, -0.549, -0.104, 0.485, 0.327, 0.547, 0.330, 0.220, 0.574, -0.277, 0.606, 0.723, 0.521, 0.582, 0.491, 0.181, 0.264, -0.140, 0.800, -0.598, -0.747, -0.957, -0.726, -0.144, 2.005, 1.103, -0.671, -0.984, -0.838, -0.891, -0.562, 0.324, -0.664, -0.868, -0.708, -1.154, 0.033, 0.567, 0.456, 0.491, 0.650, 0.372, 0.493, 0.472, 0.490, 0.441, 0.550, 0.497, 0.457, 0.492, -0.002, -0.503, -0.487, -0.353, -1.427, -0.265, 1.103, -0.216, -0.483, 0.420, -0.553, -0.315, -0.550, -0.503, -1.237, -0.988, 1.440, 0.343, 0.354, 0.378, 0.588, 0.038, 0.703, 0.668, 0.406, 0.346, 0.345, 0.543, 0.534]
}


Record 3
{
  "formula": "C36H40MgN7O3S4SbSi",
  "method": "wB97M-V/def2-TZVPD",
  "multiplicity": 1,
  "total_charge": -2,
  "lumo_ev": [3.336, 3.373],
  "de_lowest_kj_mol": 443.65,
  "homo_lumo_gap_ev": [3.1, 3.4],
  "symbols": ["Mg", "S", "Sb", "S", "S", "S", "N", "C", "N", "O", "H", "H", "H", "H", "C", "C", "C", "O", "H", "H", "H", "H", "H", "H", "N", "C", "N", "C", "C", "C", "C", "C", "C", "H", "H", "H", "H", "H", "H", "C", "C", "C", "C", "C", "N", "C", "O", "N", "C", "C", "C", "C", "N", "C", "C", "C", "H", "H", "H", "H", "H", "H", "H", "H", "H", "H", "H", "H", "H", "C", "C", "C", "C", "C", "C", "Si", "C", "C", "C", "C", "C", "C", "H", "H", "H", "H", "H", "H", "H", "H", "H", "H", "H"],
  "coordinates": [[-0.739, 1.760, 1.260], [2.405, -0.196, 4.392], [1.435, 1.414, 5.971], [1.199, 2.689, 2.569], [-0.270, 2.018, 3.818], [-0.378, 0.823, 7.257], [2.450, 2.054, -1.658], [2.070, 1.388, -2.774], [2.753, 0.420, -3.491], [0.761, 1.604, -3.039], [3.367, 2.120, -1.200], [1.563, 2.423, -1.186], [3.742, 0.140, -3.346], [2.252, 0.190, -4.352], [-0.687, 5.192, 1.052], [-0.192, 4.336, -0.127], [0.301, 5.123, -1.268], [-0.120, 3.049, -0.106], [-0.059, 6.103, 1.003], [-0.566, 4.606, 1.994], [-1.704, 5.645, 0.978], [1.422, 5.188, -1.260], [-0.211, 6.117, -1.214], [0.026, 4.591, -2.173], [-4.803, 1.099, 0.078], [-3.574, 1.629, -0.103], [-2.843, 1.562, 1.011], [-3.632, 0.799, 1.922], [-3.336, 0.466, 3.267], [-4.221, -0.320, 3.878], [-5.420, -0.797, 3.262], [-5.831, -0.311, 2.004], [-4.906, 0.562, 1.373], [-5.465, 1.047, -0.671], [-3.261, 2.110, -1.012], [-2.353, 0.810, 3.695], [-4.017, -0.674, 4.882], [-6.021, -1.494, 3.790], [-6.771, -0.527, 1.521], [2.493, -2.722, 8.556], [2.338, -3.548, 7.274], [3.469, -4.207, 6.739], [3.397, -4.779, 5.481], [2.217, -4.764, 4.767], [2.229, -5.172, 3.439], [1.778, -4.508, 2.311], [1.516, -5.121, 1.275], [1.600, -3.106, 2.452], [0.741, -2.382, 1.564], [0.347, -2.936, 0.341], [-0.568, -2.209, -0.439], [-0.782, -0.879, -0.079], [-0.265, -0.299, 0.999], [0.418, -1.081, 1.861], [1.070, -4.146, 5.310], [1.106, -3.618, 6.585], [3.551, -2.543, 8.782], [1.990, -3.260, 9.396], [2.017, -1.745, 8.416], [4.353, -4.255, 7.365], [4.322, -5.124, 4.997], [2.445, -6.145, 3.217], [1.863, -2.585, 3.249], [0.763, -3.909, 0.060], [-1.194, -2.749, -1.246], [-1.515, -0.307, -0.693], [0.817, -0.624, 2.752], [0.104, -4.317, 4.798], [0.171, -3.194, 6.994], [1.849, 3.770, -8.264], [1.973, 4.411, -6.998], [1.652, 3.663, -5.854], [1.106, 2.398, -5.972], [0.982, 1.745, -7.226], [1.412, 2.465, -8.345], [-0.049, 1.724, -4.674], [-0.666, -0.068, -5.057], [-1.443, -0.320, -6.225], [-1.850, -1.620, -6.539], [-1.536, -2.712, -5.664], [-0.793, -2.483, -4.498], [-0.365, -1.174, -4.194], [2.048, 4.234, -9.188], [2.093, 5.497, -6.904], [1.842, 4.094, -4.883], [0.695, 0.643, -7.258], [1.456, 1.894, -9.284], [-1.181, 2.604, -4.306], [-1.797, 0.575, -6.752], [-2.406, -1.830, -7.435], [-1.869, -3.737, -5.908], [-0.366, -3.277, -3.879], [0.056, -1.021, -3.214]],
  "mulliken_charge": [0.701, -0.684, 0.356, -0.461, -0.287, -0.844, -0.203, 0.678, -0.349, 0.061, 0.213, -0.315, 0.251, 0.216, -1.100, 0.531, -0.892, 0.183, 0.403, 0.198, 0.157, 0.161, 0.435, -0.008, -0.041, -0.570, -0.277, 1.113, -0.178, -0.586, -0.543, -0.789, 0.058, 0.179, 0.568, -0.239, 0.463, 0.415, 0.389, -1.255, 0.718, -0.789, -0.372, 0.042, -0.049, 0.294, -0.737, 0.093, 0.595, -0.359, -0.743, -0.297, -0.320, -0.142, 0.026, -0.513, 0.330, 0.287, 0.250, 0.324, 0.312, 0.279, -0.032, 0.651, 0.395, 0.258, -0.479, 0.321, 0.314, -0.673, -0.492, -0.901, 1.398, -0.699, -0.438, -0.135, 0.310, -0.390, -0.550, -0.418, -0.613, -0.310, 0.380, 0.310, 0.285, 0.193, 0.301, -0.283, 0.385, 0.381, 0.329, 0.394, 0.475]
}


Record 4
{
  "formula": "C36H40OP2Ru",
  "method": "wB97M-V/def2-TZVPD",
  "s2": 6.07,
  "multiplicity": 5,
  "total_charge": 2,
  "lumo_ev": [-7.658, -8.347],
  "de_lowest_kj_mol": 472.21,
  "homo_lumo_gap_ev": [5.9, 5.2],
  "symbols": ["Ru", "C", "C", "C", "C", "C", "C", "C", "C", "C", "H", "H", "H", "H", "H", "H", "H", "H", "H", "H", "H", "H", "H", "H", "H", "P", "P", "C", "C", "C", "C", "C", "C", "C", "C", "C", "C", "C", "C", "C", "C", "C", "C", "C", "C", "C", "C", "C", "C", "C", "C", "C", "C", "H", "H", "H", "H", "H", "H", "H", "H", "H", "H", "H", "H", "H", "H", "H", "H", "H", "H", "H", "H", "H", "H", "C", "O", "H", "H", "H"],
  "coordinates": [[0.959, -0.481, 1.602], [-2.719, -0.195, 4.977], [-3.273, -0.187, 3.776], [-3.580, 0.973, 2.891], [-2.505, 1.889, 2.202], [-1.058, 1.828, 2.497], [-0.539, 1.953, 3.702], [-1.331, 2.111, 4.956], [-1.955, 0.884, 5.670], [2.875, -0.467, 2.025], [-2.712, -1.161, 5.512], [-3.710, -1.142, 3.433], [-4.226, 1.664, 3.435], [-4.175, 0.558, 2.064], [-2.644, 1.699, 1.129], [-2.776, 2.949, 2.272], [-0.381, 1.823, 1.607], [0.544, 1.855, 3.769], [-2.147, 2.809, 4.686], [-0.661, 2.624, 5.688], [-1.144, 0.412, 6.251], [-2.554, 1.384, 6.427], [2.916, -1.568, 2.023], [3.269, -0.014, 2.921], [3.190, -0.031, 1.076], [-0.187, -1.560, -1.743], [1.421, 0.616, -1.934], [-1.074, -0.123, -2.368], [-0.240, 0.935, -2.515], [-0.592, -2.829, -3.116], [-1.682, -2.682, -3.998], [-1.832, -3.552, -5.097], [-0.946, -4.609, -5.297], [0.057, -4.843, -4.348], [0.238, -3.968, -3.271], [-1.171, -2.173, -0.351], [-0.746, -1.638, 0.880], [-1.293, -2.097, 2.064], [-2.440, -2.922, 2.001], [-2.917, -3.387, 0.766], [-2.211, -3.073, -0.409], [2.284, 0.834, -3.571], [2.066, -0.112, -4.623], [2.603, 0.092, -5.905], [3.398, 1.220, -6.197], [3.648, 2.113, -5.154], [3.115, 1.916, -3.870], [1.777, 2.167, -1.060], [3.048, 2.331, -0.483], [3.378, 3.529, 0.124], [2.467, 4.579, 0.143], [1.204, 4.414, -0.395], [0.835, 3.189, -0.968], [-2.161, -0.190, -2.602], [-0.475, 1.887, -3.062], [-2.410, -1.875, -3.846], [-2.647, -3.383, -5.801], [-1.047, -5.248, -6.169], [0.714, -5.702, -4.463], [1.038, -4.147, -2.539], [0.122, -0.844, 0.298], [-0.788, -1.872, 2.979], [-2.886, -3.147, 3.001], [-3.808, -4.009, 0.655], [-2.434, -3.529, -1.368], [1.469, -1.023, -4.447], [2.415, -0.643, -6.701], [3.816, 1.380, -7.194], [4.289, 2.999, -5.340], [3.366, 2.637, -3.070], [3.753, 1.498, -0.510], [4.355, 3.642, 0.568], [2.746, 5.530, 0.557], [0.472, 5.222, -0.384], [-0.177, 3.038, -1.349], [1.290, -0.558, 5.002], [0.681, -0.437, 3.720], [0.823, -1.325, 5.641], [1.275, 0.350, 5.631], [2.336, -0.787, 4.904]],
  "mulliken_charge": [-0.288, -0.682, -0.062, -1.056, -1.355, 0.561, -0.584, -1.252, -0.614, -0.799, 0.378, 0.654, 0.313, 0.377, 0.238, 0.537, 0.398, 0.767, 0.397, 0.368, 0.321, 0.421, 0.447, 0.290, 0.141, 0.964, 0.622, -0.322, -0.811, 0.595, -0.158, -0.705, -0.492, -0.670, -0.237, 0.141, 0.335, -0.643, -0.543, -1.070, -0.447, 0.552, -0.287, -0.695, -0.551, -0.620, -0.273, 0.603, -0.462, -1.056, -0.547, -0.774, -0.309, 0.617, 0.758, 0.263, 0.398, 0.435, 0.397, 0.390, 0.523, 0.526, 0.576, 0.451, 0.503, 0.173, 0.403, 0.403, 0.377, 0.223, 0.676, 0.503, 0.480, 0.437, 0.447, -1.090, 0.012, 0.357, 0.357, 0.348]
}